2 unconnected molecules or ions with the total composition C4H12N2O at a distorted geometry, computed with ωB97M-V with the def2-TZVPD basis set.

Positions of all 19 atoms, in Å:
C1 -0.83 0.54 0.03
C2 -0.40 1.06 -1.30
C3 2.23 -0.85 0.63
C4 -0.88 1.53 1.15
N1 -1.21 -1.84 -0.32
N2 -1.15 -0.70 0.29
O1 -0.78 -1.78 -1.68
H1 -0.93 -2.67 -1.99
H2 1.59 -1.26 -0.13
H3 -1.44 -0.87 1.26
H4 -1.44 2.42 0.85
H5 0.56 1.57 -1.22
H6 -1.13 1.78 -1.68
H7 -0.30 0.25 -2.02
H8 1.79 -1.02 1.61
H9 2.36 0.21 0.46
H10 3.19 -1.34 0.59
H11 -1.36 1.11 2.04
H12 0.12 1.85 1.43

Results
**Frontier orbital gap**: 7.731 eV
**ΔE to the lowest compared entry with this formula, charge and spin**: 101.5 kcal per mole
**LUMO**: 0.9 eV
**Spin multiplicity**: 1